9
Properties=species:S:1:pos:R:3:lowdin_charge:R:1 method="wB97M-V/def2-TZVPD" multiplicity=3 e_tot_ev=-9751.668 s_squared=2.01 relative_energy_kcal_mol=0.0 charge=-2 homo_energy_ev="1.99 / -1.25"
C -0.1370 -1.5463 -1.2139 -0.82
C 0.0303 -0.2597 -0.2642 -0.08
N -0.1435 3.2169 1.8830 -0.40
O -0.0664 -2.6764 -0.6431 -0.17
O 0.4651 3.8825 2.7611 -0.58
O -0.3493 -1.3268 -2.4147 -0.13
H -0.4290 0.7350 -0.5528 0.04
H 1.0411 -0.0245 0.1788 0.05
H -0.7668 -0.5282 0.5707 0.07

---

19
Properties=species:S:1:pos:R:3:lowdin_charge:R:1 method="wB97M-V/def2-TZVPD" multiplicity=1 e_tot_ev=-18715.661 relative_energy_kcal_mol=25.2 charge=-1 homo_energy_ev=-2.81
C -1.1102 -0.7916 0.6779 -0.32
N -0.9785 0.3364 -0.2986 -0.10
C -0.0275 -0.1252 -1.3241 -0.38
C 0.8535 1.0508 -1.7076 -0.82
S 2.4806 0.6346 -2.3400 0.21
C -2.0079 -0.5961 1.9041 -0.13
H -0.1135 -0.9578 1.1215 0.10
H -1.4927 -1.6185 -0.0067 0.12
H -0.5834 1.0877 0.1977 0.05
H 0.6236 -1.0167 -0.9603 0.11
H -0.6072 -0.3545 -2.2560 0.10
H 0.1297 1.6069 -2.4181 0.07
H 1.0894 1.7323 -0.8472 0.03
H -1.5317 0.1744 2.5451 0.06
H -2.1388 -1.4808 2.5012 0.04
H -3.0721 -0.2430 1.5495 0.10
H 2.5943 0.6578 1.0899 0.01
H 2.8592 0.0528 -0.1884 -0.11
O 3.0331 -0.1496 0.7601 -0.16

---

13
Properties=species:S:1:pos:R:3:lowdin_charge:R:1 method="wB97M-V/def2-TZVPD" multiplicity=1 e_tot_ev=-9818.837 relative_energy_kcal_mol=86.8 charge=+1 homo_energy_ev=-15.31
C 1.7889 -1.0731 -0.2276 0.05
C 0.3206 -0.6788 0.0332 -0.30
O -0.6809 -1.3855 -0.0094 0.12
C 0.1078 0.8630 0.3127 0.01
C -1.3669 1.1368 0.0942 0.03
N -2.2988 0.3418 -0.0318 0.04
O -3.3254 -0.1480 -0.1519 0.34
H 1.8545 -1.7325 -1.0368 0.09
H 1.9567 -1.6361 0.6587 0.10
H 2.4797 -0.3279 -0.4312 0.07
H 0.6718 1.4813 -0.3594 0.13
H 0.2960 1.1051 1.3440 0.14
H -1.8040 2.0540 -0.1947 0.18

---

15
Properties=species:S:1:pos:R:3:lowdin_charge:R:1 method="wB97M-V/def2-TZVPD" multiplicity=1 e_tot_ev=-17184.204 relative_energy_kcal_mol=52.3 charge=0 homo_energy_ev=-8.84
S -2.7706 -0.3019 -0.2025 0.77
C -0.9915 -0.1003 0.1116 -0.66
C -0.0586 -1.4769 0.6082 -0.01
C 1.1469 -1.2853 0.2064 -0.10
C 1.3720 0.0962 -0.5127 -0.16
C 0.0397 0.7191 -0.5972 -0.27
C -0.5044 1.1175 0.8088 -0.11
H -2.7571 0.4122 -1.2688 -0.18
H -0.3421 -2.2387 1.2842 0.08
H 1.9413 -1.9998 0.1835 0.09
H 2.0423 0.7384 -0.0285 0.09
H 1.8011 -0.0434 -1.5215 0.11
H -0.1041 1.2890 -1.5428 0.15
H 0.3015 1.0421 1.4646 0.08
H -1.1165 2.0317 1.0068 0.12

---

9
Properties=species:S:1:pos:R:3:lowdin_charge:R:1 method="wB97M-V/def2-TZVPD" multiplicity=1 e_tot_ev=-93834.849 relative_energy_kcal_mol=60.1 charge=0 homo_energy_ev="-9.51 / -9.22"
C 0.0188 0.7384 -0.3453 -0.01
C 0.2379 0.5425 1.0673 -0.77
F 1.0983 1.2072 -1.0544 0.04
F 1.1601 -0.3423 1.5295 0.12
F 0.5480 1.6550 1.6030 0.22
F -0.9184 0.1476 1.5473 0.16
S 0.0894 -2.3374 -0.9235 0.00
Br -1.2744 -2.2580 -2.5471 0.11
H -0.9597 0.6469 -0.8768 0.14

---

14
Properties=species:S:1:pos:R:3:lowdin_charge:R:1 method="wB97M-V/def2-TZVPD" multiplicity=1 e_tot_ev=-8835.025 relative_energy_kcal_mol=27.2 charge=0 homo_energy_ev=-9.48
C 1.0060 1.5603 0.4394 -0.07
C 0.1000 0.3217 0.4914 -0.36
C 0.7867 -0.7826 1.2006 -0.20
N 1.3109 -1.6163 1.8111 0.15
C -0.3717 -0.0194 -0.9142 -0.08
C -1.1947 -1.0191 -1.2480 -0.19
O -1.7213 -2.0087 -0.4814 0.03
H 1.3278 1.8910 1.4303 0.09
H 0.4561 2.3721 -0.0461 0.08
H 1.8913 1.3460 -0.1652 0.09
H -0.7755 0.5581 1.1139 0.15
H -0.0328 0.6669 -1.6936 0.11
H -1.5820 -1.1123 -2.2571 0.12
H -1.2009 -2.1578 0.3189 0.09

---

Number 1: M 89.05 g mol⁻¹. Number 2: M 122.21 g mol⁻¹. Number 3: M 100.10 g mol⁻¹. Number 4: M 112.20 g mol⁻¹. Number 5: M 212.99 g mol⁻¹. Number 6: M 97.12 g mol⁻¹.